Entry 1:
Molecular formula: C5H24O9
Method: DFT, ωB97M-V/def2-TZVPD

Positions of all 38 atoms, in Å:
O1 -2.0919 -2.4361 0.3560
C1 -1.0551 -3.0468 0.4137
C2 0.0354 -2.8375 1.4366
C3 1.3461 -2.1929 0.8907
C4 1.3681 -1.5315 -0.4717
C5 0.2881 -0.4857 -0.6394
O2 0.4713 0.3160 -1.7969
H1 -0.8378 -3.8670 -0.2971
H2 -0.3496 -2.1900 2.2204
H3 0.2248 -3.8370 1.8000
H4 1.6654 -1.4401 1.6025
H5 2.1311 -2.9429 1.0077
H6 2.3408 -1.0444 -0.5931
H7 1.3754 -2.2442 -1.3011
H8 -0.7066 -0.8814 -0.7204
H9 0.3026 0.1661 0.2466
H10 1.3772 0.7070 -1.8439
O3 -1.2832 0.8713 3.7719
H11 -0.4574 0.3839 3.7248
H12 -1.6677 0.8165 2.8829
O4 0.2596 2.9966 1.9878
H13 0.1448 2.0447 2.0731
H14 0.0503 3.2829 2.8853
O5 -1.4666 2.2230 -1.6051
H15 -0.7372 1.6071 -1.8644
H16 -1.8318 1.7937 -0.8242
O6 -0.3945 -1.7538 -3.4421
H17 -0.2288 -0.8524 -3.1075
H18 -0.5179 -1.6402 -4.3878
O7 -2.5302 0.1939 1.2499
H19 -2.6370 -0.7183 0.9416
H20 -3.3112 0.7091 1.0887
O8 2.6125 1.9511 -1.5530
H21 2.0613 2.6338 -1.0991
H22 2.9039 2.2833 -2.4035
O9 0.7328 3.7594 -1.0370
H23 -0.0563 3.3843 -1.4841
H24 0.4695 3.8182 -0.1092

Summary:
LUMO level = 0.309 eV
Net charge = 0
Energy = -882.06828 a.u.

=====

Entry 2:
Molecular formula: C5H25N2O7
Method: DFT, ωB97M-V/def2-TZVPD

Positions of all 39 atoms, in Å:
O1 -0.5483 -1.3303 -1.6827
C1 0.2462 -0.3312 -1.6962
N1 1.3009 -0.1970 -2.4814
C2 2.0666 1.0963 -2.7917
C3 2.7895 1.6297 -1.6320
C4 0.0789 0.6813 -0.5613
N2 -1.1605 0.4940 0.2117
C5 -1.7767 1.7815 0.7612
H1 1.3727 -0.8668 -3.2650
H2 2.5949 1.0070 -3.7324
H3 1.4439 1.9375 -3.2267
H4 3.0396 1.0387 -0.7585
H5 2.4111 2.6373 -1.3621
H6 3.8357 1.9773 -1.8407
H7 1.0245 0.5186 0.0221
H8 0.1238 1.7423 -0.9795
H9 -1.7800 -0.2414 -0.2429
H10 -0.7801 -0.0715 1.0560
H11 -1.7014 2.4969 -0.1126
H12 -1.1427 2.1568 1.5714
H13 -2.7831 1.6291 1.1968
H14 -2.4870 -3.4836 1.2740
H15 -3.6092 -2.6585 1.7040
O2 -2.7859 -2.5644 1.3081
H16 1.6932 0.2903 2.4338
H17 0.8278 0.9071 3.5003
O3 0.8297 0.7124 2.5570
H18 -2.1030 -1.3145 4.0110
H19 -1.1829 -1.1724 2.8107
O4 -1.9461 -0.6627 3.2896
H20 0.8744 -2.0481 0.2263
H21 -0.5634 -2.1559 0.0515
O5 0.1605 -2.1237 0.7619
H22 3.5735 -0.6831 1.6332
H23 3.3133 -2.0051 0.9375
O6 3.5142 -1.0084 0.7839
H24 -3.0976 -0.2845 -2.5010
H25 -4.3042 0.2024 -1.5297
O7 -3.3626 0.2665 -1.7059

Summary:
LUMO level = -2.534 eV
Net charge = +1
Energy = -841.43296 a.u.